1.
{
  "formula": "C25H30ClN7NaO2S3",
  "method": "wB97M-V/def2-TZVPD",
  "homo_lumo_gap_ev": 6.76,
  "spin_multiplicity": 1,
  "charge": -1,
  "homo_ev": -4.7,
  "max_force_ev_per_a": 0.40,
  "species": ["Na", "N", "C", "C", "C", "C", "N", "H", "H", "H", "H", "H", "H", "H", "H", "H", "H", "H", "H", "Cl", "C", "C", "C", "C", "O", "C", "C", "O", "C", "H", "H", "H", "H", "S", "C", "S", "C", "N", "N", "C", "C", "C", "C", "C", "C", "S", "H", "H", "H", "H", "H", "C", "N", "C", "C", "N", "C", "H", "H", "H", "H", "H", "H", "C", "C", "N", "H", "H", "H"],
  "positions_angstrom": [[-0.04, -0.04, -0.03], [0.99, 2.24, -0.51], [0.54, 3.64, -0.53], [-0.97, 3.70, -0.72], [-1.75, 3.37, 0.56], [-3.12, 2.76, 0.31], [-2.95, 1.44, -0.27], [1.98, 2.18, -0.29], [0.89, 1.85, -1.45], [1.03, 4.22, -1.32], [0.81, 4.10, 0.42], [-1.25, 2.99, -1.50], [-1.26, 4.69, -1.08], [-1.84, 4.26, 1.18], [-1.17, 2.64, 1.15], [-3.69, 3.39, -0.39], [-3.68, 2.75, 1.26], [-3.81, 0.90, -0.28], [-2.29, 0.93, 0.30], [-3.38, -2.50, 6.31], [-2.58, -1.65, 4.99], [-1.81, -0.51, 5.28], [-1.18, 0.17, 4.27], [-1.27, -0.24, 2.89], [-0.68, 0.42, 1.99], [-2.06, -1.42, 2.65], [-2.25, -1.98, 1.33], [-1.80, -1.61, 0.26], [-2.69, -2.09, 3.71], [-1.72, -0.17, 6.30], [-0.59, 1.05, 4.48], [-2.92, -2.88, 1.34], [-3.29, -2.97, 3.49], [9.01, -1.14, 0.81], [7.40, -0.82, 0.48], [6.89, -0.13, -1.03], [5.22, -0.08, -0.49], [5.08, -0.55, 0.71], [6.30, -0.98, 1.24], [6.21, -1.51, 2.56], [5.17, -1.07, 3.37], [5.03, -1.60, 4.65], [5.92, -2.56, 5.12], [6.95, -2.99, 4.30], [7.10, -2.48, 3.01], [3.97, 0.50, -1.50], [4.48, -0.34, 2.99], [4.22, -1.25, 5.28], [5.81, -2.96, 6.12], [7.64, -3.75, 4.64], [7.90, -2.83, 2.38], [1.49, -1.39, -5.29], [0.58, -0.75, -4.37], [-0.73, -0.40, -4.60], [-1.19, 0.14, -3.43], [-0.18, 0.13, -2.50], [0.86, -0.42, -3.09], [1.18, -1.17, -6.31], [1.50, -2.47, -5.14], [2.49, -1.01, -5.14], [-1.20, -0.56, -5.56], [-2.16, 0.53, -3.19], [1.82, -0.59, -2.64], [3.35, -3.31, 1.03], [2.34, -2.52, 0.34], [1.54, -1.89, -0.18], [3.14, -3.32, 2.09], [4.32, -2.85, 0.86], [3.36, -4.34, 0.65]],
  "nbo_charge": [0.879, -0.877, -0.205, -0.412, -0.422, -0.205, -0.855, 0.387, 0.372, 0.160, 0.179, 0.216, 0.188, 0.191, 0.240, 0.166, 0.162, 0.355, 0.371, -0.056, -0.135, -0.208, -0.254, 0.435, -0.772, -0.333, 0.430, -0.619, -0.154, 0.213, 0.208, 0.091, 0.209, -0.266, -0.110, 0.400, -0.114, -0.384, -0.283, 0.221, -0.244, -0.211, -0.233, -0.199, -0.254, -0.423, 0.252, 0.214, 0.207, 0.206, 0.249, -0.399, -0.345, -0.114, -0.085, -0.529, 0.180, 0.204, 0.202, 0.226, 0.207, 0.222, 0.241, -0.725, 0.363, -0.397, 0.259, 0.276, 0.242]
}


2.
{
  "formula": "C46H72Br2N2O9S",
  "method": "wB97M-V/def2-TZVPD",
  "homo_lumo_gap_ev": 7.76,
  "spin_multiplicity": 1,
  "charge": 0,
  "homo_ev": -9.0,
  "max_force_ev_per_a": 6.81,
  "smiles": "COCCCCCCc1c([C@H](Br)[C@@H](C)Br)ccc2c1C(=O)C(CCCCSc1nnco1)=CC2=O.C1CCOC1.C1CCOC1.C1CCOC1.C1CCOC1.C1CCOC1",
  "species": ["C", "O", "C", "C", "C", "C", "C", "C", "C", "C", "C", "Br", "C", "C", "Br", "C", "C", "C", "C", "C", "O", "C", "C", "C", "C", "C", "S", "C", "N", "N", "C", "O", "C", "C", "O", "H", "H", "H", "H", "H", "H", "H", "H", "H", "H", "H", "H", "H", "H", "H", "H", "H", "H", "H", "H", "H", "H", "H", "H", "H", "H", "H", "H", "H", "H", "H", "H", "C", "C", "C", "O", "C", "H", "H", "H", "H", "H", "H", "H", "H", "C", "C", "C", "O", "C", "H", "H", "H", "H", "H", "H", "H", "H", "C", "C", "C", "O", "C", "H", "H", "H", "H", "H", "H", "H", "H", "C", "C", "C", "O", "C", "H", "H", "H", "H", "H", "H", "H", "H", "C", "C", "C", "O", "C", "H", "H", "H", "H", "H", "H", "H", "H"],
  "positions_angstrom": [[0.66, -7.04, 8.40], [1.51, -6.03, 7.81], [0.82, -4.73, 7.75], [-0.36, -4.79, 6.64], [-0.61, -3.35, 5.92], [-0.66, -3.64, 4.34], [-0.83, -2.35, 3.40], [-0.28, -0.97, 4.02], [0.41, -0.15, 2.84], [-0.33, 1.01, 2.13], [-1.78, 1.56, 2.47], [-1.93, 2.26, 4.36], [-3.00, 0.57, 2.06], [-2.63, -0.45, 0.87], [-3.86, -0.34, 3.63], [0.45, 1.70, 0.95], [1.88, 1.33, 0.52], [2.60, 0.18, 1.25], [1.87, -0.56, 2.43], [2.71, -1.71, 3.14], [2.25, -2.77, 3.63], [4.30, -1.44, 3.25], [5.05, -1.93, 4.57], [5.31, -0.58, 5.46], [4.22, 0.56, 5.19], [4.24, 1.74, 6.31], [2.54, 2.39, 6.69], [1.97, 3.52, 5.37], [1.59, 4.92, 5.48], [1.17, 5.48, 4.31], [1.26, 4.43, 3.32], [1.75, 3.30, 3.98], [4.96, -0.78, 2.16], [4.10, -0.28, 0.89], [4.56, -0.28, -0.28], [-0.33, -6.58, 8.80], [1.17, -7.51, 9.32], [0.44, -7.91, 7.69], [0.42, -4.55, 8.81], [1.64, -3.97, 7.46], [0.03, -5.50, 5.82], [-1.33, -5.26, 7.03], [0.30, -2.71, 6.24], [-1.56, -2.85, 6.32], [0.22, -4.29, 3.97], [-1.59, -4.30, 4.17], [-1.92, -2.32, 3.06], [-0.21, -2.56, 2.45], [-1.15, -0.45, 4.53], [0.53, -1.12, 4.83], [-1.92, 2.51, 1.82], [-3.82, 1.26, 1.64], [-2.01, 0.15, 0.10], [-1.98, -1.32, 1.19], [-3.56, -0.83, 0.32], [-0.06, 2.56, 0.38], [2.37, 1.92, -0.33], [6.05, -2.44, 4.32], [4.43, -2.65, 5.21], [5.26, -0.94, 6.56], [6.39, -0.25, 5.27], [4.37, 1.11, 4.19], [3.16, 0.10, 5.26], [4.81, 1.42, 7.25], [4.84, 2.60, 5.85], [0.97, 4.57, 2.22], [6.08, -0.63, 2.26], [1.21, 1.87, -4.27], [2.32, 0.86, -4.43], [2.39, 0.25, -3.05], [1.06, 0.30, -2.50], [0.26, 1.15, -3.34], [0.74, 2.16, -5.21], [1.59, 2.78, -3.79], [2.03, 0.10, -5.16], [3.27, 1.30, -4.75], [3.05, 0.82, -2.39], [2.73, -0.79, -3.07], [-0.44, 0.51, -3.89], [-0.32, 1.84, -2.71], [-1.72, 3.93, -8.54], [-2.90, 4.24, -7.66], [-2.84, 3.11, -6.64], [-1.45, 2.77, -6.50], [-0.71, 3.40, -7.54], [-1.35, 4.79, -9.10], [-1.98, 3.15, -9.26], [-2.75, 5.20, -7.16], [-3.85, 4.27, -8.19], [-3.37, 2.23, -7.00], [-3.25, 3.40, -5.67], [-0.13, 4.22, -7.10], [-0.01, 2.68, -7.99], [-0.79, 5.30, -3.39], [0.45, 5.97, -3.93], [-0.09, 6.70, -5.14], [-1.45, 7.04, -4.85], [-1.86, 6.34, -3.67], [-0.73, 5.03, -2.33], [-1.00, 4.38, -3.96], [0.83, 6.69, -3.20], [1.25, 5.27, -4.17], [-0.09, 6.06, -6.03], [0.48, 7.61, -5.37], [-1.93, 7.06, -2.85], [-2.85, 5.89, -3.83], [2.69, -4.05, -3.89], [2.78, -4.69, -5.25], [1.40, -5.29, -5.42], [0.50, -4.44, -4.70], [1.26, -3.54, -3.88], [3.42, -3.25, -3.72], [2.82, -4.80, -3.11], [2.96, -3.93, -6.01], [3.58, -5.44, -5.33], [1.34, -6.29, -4.98], [1.09, -5.35, -6.47], [1.19, -2.54, -4.33], [0.83, -3.50, -2.88], [-7.91, -1.36, -1.34], [-7.16, -2.24, -2.32], [-5.75, -1.70, -2.21], [-5.60, -1.20, -0.88], [-6.89, -1.16, -0.25], [-8.84, -1.80, -0.98], [-8.15, -0.40, -1.82], [-7.19, -3.28, -1.98], [-7.56, -2.21, -3.34], [-5.60, -0.86, -2.90], [-4.99, -2.46, -2.42], [-6.93, -1.96, 0.49], [-7.01, -0.20, 0.27]],
  "mulliken_charge": [-0.646, -0.428, -0.318, -0.443, -0.092, -0.918, -0.427, 0.094, -0.175, 0.552, -0.817, -0.075, -0.069, -0.312, -0.145, -0.997, -0.765, 0.382, 1.148, 0.116, -0.509, 0.391, -0.898, -0.781, 0.405, -0.679, -0.120, 0.211, -0.254, -0.398, -0.023, 0.109, -0.459, 0.046, -0.580, 0.291, 0.259, 0.232, 0.279, 0.213, 0.274, 0.313, 0.056, 0.270, 0.297, 0.293, 0.347, 0.186, 0.420, -0.237, 0.529, 0.488, 0.096, 0.027, 0.123, 0.343, 0.236, 0.352, 0.206, 0.358, 0.285, 0.169, -0.246, 0.426, 0.352, 0.331, 0.335, 0.571, -0.713, -0.014, -0.314, -0.448, -0.210, -0.046, 0.265, 0.372, 0.171, -0.055, 0.221, 0.226, -0.649, -0.415, -0.452, -0.357, -0.200, 0.318, 0.304, 0.173, 0.352, 0.298, 0.246, 0.045, 0.310, 0.212, -0.527, -0.079, -0.450, -0.522, 0.224, -0.181, 0.309, 0.273, -0.150, 0.326, 0.316, 0.269, -0.475, -0.561, -0.498, -0.436, -0.144, 0.322, 0.295, 0.262, 0.343, 0.279, 0.269, 0.065, 0.272, -0.534, -0.551, -0.480, -0.296, -0.470, 0.329, 0.268, 0.267, 0.332, 0.287, 0.269, 0.282, 0.258]
}


3.
{
  "formula": "C3H10NS",
  "method": "wB97M-V/def2-TZVPD",
  "homo_lumo_gap_ev": 6.77,
  "spin_multiplicity": 1,
  "charge": -1,
  "homo_ev": -2.5,
  "max_force_ev_per_a": 4.01,
  "species": ["C", "N", "H", "H", "H", "H", "H", "C", "C", "S", "H", "H", "H", "H", "H"],
  "positions_angstrom": [[3.03, 0.52, 1.12], [2.62, -0.46, 0.18], [3.47, 0.27, 2.12], [2.15, 0.99, 1.30], [3.76, 1.23, 0.53], [1.58, -0.38, 0.04], [2.95, -1.46, 0.38], [-3.01, -0.34, 0.26], [-1.93, 0.70, -0.17], [-0.46, -0.21, -0.85], [-2.34, -1.05, 0.57], [-3.57, -0.82, -0.54], [-3.66, -0.07, 1.05], [-1.71, 1.33, 0.63], [-2.24, 1.32, -1.03]],
  "nbo_charge": [-0.399, -0.899, 0.152, 0.194, 0.140, 0.418, 0.335, -0.642, -0.498, -0.725, 0.224, 0.189, 0.167, 0.168, 0.177]
}